Entry 1:
{
  "formula": "C2H8N2O",
  "method": "ωB97M-V/def2-TZVPD",
  "symbols": ["C", "O", "N", "C", "N", "H", "H", "H", "H", "H", "H", "H", "H"],
  "xyz": [[0.37394, 1.16664, -1.46445], [0.01949, 0.88686, -0.15664], [-0.17758, -0.52665, 0.13573], [0.43983, -0.75770, 1.44524], [-1.52862, -0.79137, 0.13753], [0.73071, 2.13210, -1.55052], [-0.45856, 1.07841, -2.21666], [1.20096, 0.46069, -1.69750], [1.51468, -1.09188, 1.32269], [0.11558, 0.03249, 2.04941], [-0.03222, -1.75693, 1.93410], [-2.02558, -0.16033, 0.65829], [-1.96962, -0.82778, -0.74120]],
  "nbo_charge": [-0.242, -0.451, -0.036, -0.441, -0.653, 0.189, 0.151, 0.176, 0.222, 0.195, 0.212, 0.325, 0.355],
  "spin_multiplicity": 1,
  "smiles": "CON(C)N",
  "total_charge": 0
}

Entry 2:
{
  "formula": "C17H23ClN2O4S",
  "method": "ωB97M-V/def2-TZVPD",
  "symbols": ["O", "C", "N", "C", "C", "C", "C", "C", "O", "C", "C", "C", "C", "Cl", "C", "S", "O", "O", "N", "C", "C", "C", "C", "C", "C", "H", "H", "H", "H", "H", "H", "H", "H", "H", "H", "H", "H", "H", "H", "H", "H", "H", "H", "H", "H", "H", "H", "H"],
  "xyz": [[1.67690, 1.72461, -0.46005], [1.77160, 0.55810, -0.78731], [2.92605, -0.01901, -1.18724], [4.20310, 0.64019, -1.06537], [4.97071, 0.10613, 0.15532], [4.25528, 0.39249, 1.49141], [3.72738, -0.97774, 1.91994], [4.74442, -1.91036, 1.26547], [5.06834, -1.30991, 0.02708], [0.58720, -0.35897, -0.80308], [0.37997, -1.30603, -1.80316], [-0.75105, -2.09947, -1.78904], [-1.69146, -1.95822, -0.77179], [-3.09059, -2.95116, -0.78407], [-1.49001, -1.01867, 0.22810], [-2.64143, -0.72192, 1.59842], [-3.39020, -1.91349, 1.85220], [-1.85427, -0.16672, 2.65720], [-3.69634, 0.44154, 1.10635], [-3.24138, 1.81051, 1.04838], [-2.83146, 2.22822, -0.36469], [-3.97521, 1.94595, -1.33689], [-4.35715, 0.46852, -1.27124], [-4.73214, 0.09466, 0.16408], [-0.35917, -0.22550, 0.20531], [2.97952, -1.02337, -1.26880], [4.78687, 0.44861, -1.96952], [4.02289, 1.71081, -0.95994], [5.98053, 0.54040, 0.14715], [4.96789, 0.77105, 2.22361], [3.46167, 1.12528, 1.36920], [2.73058, -1.15396, 1.51261], [3.68993, -1.09835, 2.99936], [5.64669, -1.99335, 1.88841], [4.36210, -2.91136, 1.05927], [1.09086, -1.40891, -2.60943], [-0.92239, -2.83009, -2.56328], [-2.41288, 1.89600, 1.75087], [-4.06168, 2.44951, 1.39640], [-2.58353, 3.29022, -0.36571], [-1.94249, 1.67499, -0.67347], [-3.67838, 2.21161, -2.35295], [-4.84047, 2.55603, -1.06685], [-5.20387, 0.26278, -1.92764], [-3.51387, -0.13837, -1.60622], [-4.91112, -0.97524, 0.26995], [-5.64453, 0.62873, 0.45482], [-0.21340, 0.49324, 0.99684]],
  "nbo_charge": [-0.620, 0.652, -0.614, -0.242, 0.091, -0.447, -0.428, -0.065, -0.544, -0.074, -0.181, -0.233, -0.015, 0.057, -0.362, 2.347, -0.928, -0.941, -0.681, -0.229, -0.417, -0.400, -0.415, -0.231, -0.176, 0.406, 0.204, 0.237, 0.179, 0.214, 0.237, 0.203, 0.222, 0.161, 0.191, 0.224, 0.235, 0.239, 0.197, 0.218, 0.206, 0.213, 0.194, 0.216, 0.199, 0.241, 0.197, 0.263],
  "spin_multiplicity": 1,
  "smiles": "O=C(NC[C@H]1CCCO1)c1ccc(Cl)c(S(=O)(=O)N2CCCCC2)c1",
  "total_charge": 0
}

Entry 3:
{
  "formula": "C5H9N",
  "method": "ωB97M-V/def2-TZVPD",
  "symbols": ["C", "C", "C", "N", "C", "C", "H", "H", "H", "H", "H", "H", "H", "H", "H"],
  "xyz": [[0.98650, -1.24059, -1.95520], [1.06386, -1.17259, -0.64117], [0.23348, -0.28935, 0.22711], [0.23165, -0.63739, 1.56264], [-0.53369, 0.67762, -0.26384], [-1.26998, 1.60992, 0.67321], [0.29642, -0.61679, -2.51800], [1.61745, -1.89803, -2.53912], [1.90355, -1.55420, -0.06331], [-0.12224, 0.01072, 2.23699], [0.85099, -1.37945, 1.83625], [-0.83520, 0.81819, -1.29268], [-0.66694, 2.01248, 1.49825], [-2.17314, 1.14242, 1.07724], [-1.58270, 2.51704, 0.16160]],
  "nbo_charge": [-0.360, -0.213, 0.139, -0.821, -0.291, -0.650, 0.196, 0.201, 0.193, 0.394, 0.386, 0.205, 0.198, 0.207, 0.217],
  "spin_multiplicity": 1,
  "smiles": "C=C/C(N)=C/C",
  "total_charge": 0
}

The evaluated energy relative to the best compared isomer or geometry (same formula, charge and spin) for the records listed, in turn: 421.8; 18.4; 131.3 kJ/mol.
The evaluated largest force on an atom for the records listed, in turn: 4.359; 1.058; 1.793 eV/Å.
The evaluated Kohn-Sham gap for the records listed, in turn: 0.3805; 0.3520; 0.3217 Eh.